A structure of composition C4H8BrNO2 in a non-equilibrium geometry. Source: OMol25; level of theory: ωB97M-V/def2-TZVPD.

## Properties
Lowest unoccupied orbital energy (spin up / spin down) = -0.47 / -1.02 eV
HOMO-LUMO gap (spin up / spin down) = 7.97 / 6.87 eV
Strongest force on any atom = 0.115 Eh/bohr
Energy = -79898.744 eV
Charge = 0

Each line ends with the natural charge from an NBO analysis.
CARTESIAN COORDINATES (ANGSTROEM)
C -1.78 0.24 0.89  -0.59
C -0.43 -0.08 -1.38  -0.59
C -0.63 0.64 -0.05  -0.31
C 0.66 0.69 0.74  -0.15
N 2.66 -1.16 0.09  0.34
O 3.44 -1.93 -0.39  -0.38
O 1.62 -1.39 0.65  -0.40
Br 2.14 1.24 -0.07  0.34
H -2.79 0.45 0.32  0.21
H -1.70 -0.87 0.99  0.22
H -1.83 0.73 1.78  0.21
H 0.32 -0.76 -1.19  0.22
H -1.31 -0.56 -1.73  0.22
H -0.19 0.57 -2.09  0.21
H -0.74 1.62 -0.45  0.23
H 0.54 0.56 1.87  0.24

***

A structure of composition C33H43As3Br3N3O4S2V in a non-equilibrium geometry. Source: OMol25; level of theory: ωB97M-V/def2-TZVPD.

## Properties
Lowest unoccupied orbital energy (spin up / spin down) = 3.79 / 3.79 eV
Spin multiplicity = 4
HOMO-LUMO gap (spin up / spin down) = 4.94 / 4.96 eV
Strongest force on any atom = 0.020 Eh/bohr
Energy = -487580.629 eV
Expectation value of S² = 3.768
Charge = -2

Each line ends with the Mulliken spin population.
CARTESIAN COORDINATES (ANGSTROEM)
V 0.69 0.04 -2.27  2.82
Br -0.02 0.00 -4.77  0.01
C 2.60 -2.83 -4.83  0.00
Br 2.76 -1.61 -3.20  0.01
H 1.67 -2.42 -5.27  0.00
H 3.39 -2.38 -5.45  0.00
O 1.67 5.11 -0.01  0.00
S 1.33 3.78 0.49  0.01
O 2.45 3.02 0.99  0.00
N 0.46 2.90 -0.46  0.01
C -0.72 3.36 -0.95  0.02
C -1.21 4.66 -0.76  0.01
C -2.49 5.07 -1.14  -0.01
C -3.36 4.19 -1.71  0.01
C -2.92 2.86 -1.95  0.00
C -3.84 1.95 -2.51  0.02
C -3.44 0.67 -2.75  -0.03
C -2.10 0.35 -2.50  0.02
N -1.19 1.15 -1.98  -0.05
C -1.60 2.43 -1.64  0.00
C 0.29 4.09 1.92  0.00
C -0.64 3.14 2.31  0.00
C -1.42 3.36 3.44  0.00
C -1.25 4.52 4.19  0.00
C -0.32 5.47 3.79  0.00
C 0.45 5.26 2.66  0.00
H -0.56 5.38 -0.29  0.00
H -2.79 6.09 -0.95  0.00
H -4.36 4.46 -1.99  0.00
H -4.84 2.29 -2.73  0.00
H -4.09 -0.07 -3.18  0.00
H -1.78 -0.63 -2.81  0.02
H -0.76 2.25 1.71  0.00
H -2.15 2.62 3.74  0.00
H -1.86 4.69 5.07  0.00
H -0.19 6.38 4.37  0.00
H 1.17 5.99 2.32  0.00
C -0.69 -1.38 4.00  0.00
As 0.15 -0.85 2.28  0.02
C 1.58 0.20 3.12  0.00
C 1.26 -2.47 2.01  0.00
C 0.64 -3.65 1.26  -0.01
C 1.48 -4.89 1.61  0.00
C 0.71 -3.54 -0.28  0.01
As -0.17 -2.24 -1.48  -0.03
C -2.07 -2.58 -1.05  0.01
C -0.13 -3.42 -3.02  0.01
C -0.79 -3.86 1.77  0.00
As -1.68 -5.55 1.27  0.00
C -1.34 -6.55 2.93  0.00
C -3.48 -4.96 1.78  0.00
H 0.04 -1.86 4.66  0.00
H -1.54 -2.05 3.86  0.00
H -1.05 -0.47 4.49  0.00
H 1.57 0.07 4.21  0.00
H 1.45 1.25 2.87  0.00
H 2.54 -0.12 2.72  0.00
H 1.56 -2.81 3.01  0.00
H 2.15 -2.12 1.49  0.00
H 2.53 -4.73 1.33  0.00
H 1.13 -5.78 1.08  0.00
H 1.44 -5.09 2.69  0.00
H 0.33 -4.50 -0.67  0.00
H 1.75 -3.46 -0.60  0.00
H -2.17 -3.60 -0.68  0.00
H -2.64 -2.50 -1.98  0.00
H -2.47 -1.87 -0.33  0.00
H -0.69 -4.33 -2.79  0.00
H 0.90 -3.66 -3.30  0.00
H -0.58 -2.90 -3.86  0.00
H -1.43 -3.04 1.44  0.00
H -0.78 -3.84 2.87  0.00
H -0.33 -6.96 2.93  0.00
H -2.05 -7.37 3.01  0.00
H -1.45 -5.90 3.80  0.00
H -3.89 -4.31 1.01  0.00
H -3.45 -4.41 2.73  0.00
H -4.14 -5.83 1.89  0.00
S 2.18 0.03 -0.47  0.06
Br 4.27 6.38 -3.26  0.00
C 3.52 4.64 -3.11  0.00
C 2.28 4.38 -3.68  0.00
N 1.73 3.18 -3.61  0.00
C 2.37 2.24 -2.95  0.01
C 3.60 2.40 -2.33  -0.01
C 4.19 3.65 -2.44  0.00
C 4.38 1.37 -1.55  0.02
O 5.59 1.49 -1.51  0.00
O 3.83 0.34 -0.94  0.01
H 1.73 5.16 -4.19  0.00
H 1.93 1.25 -2.99  0.00
H 5.16 3.82 -1.97  0.00

***

A cluster of 2 separate species, C12H23ClINO6P2 in total in a non-equilibrium geometry. Source: OMol25; level of theory: ωB97M-V/def2-TZVPD.

## Properties
Lowest unoccupied orbital energy (spin up / spin down) = 6.37 / 6.37 eV
Spin multiplicity = 2
HOMO-LUMO gap (spin up / spin down) = 4.32 / 4.07 eV
Strongest force on any atom = 0.110 Eh/bohr
Energy = -65785.905 eV
Expectation value of S² = 0.767
Charge = -3

Each line ends with the natural charge from an NBO analysis.
CARTESIAN COORDINATES (ANGSTROEM)
C -0.65 -2.87 1.79  -0.62
C 0.38 -2.47 0.62  -0.47
C -0.41 -1.53 -0.41  -0.30
I -0.50 -2.60 -2.32  0.09
C 0.13 -0.02 -0.51  -0.38
P 1.80 0.09 -1.47  1.02
O 2.68 -1.39 -1.23  -0.89
Cl 1.49 0.22 -3.56  -0.37
C 0.48 0.51 0.98  -0.47
C 0.13 2.06 1.13  0.16
C 0.53 2.46 2.65  -0.61
C 1.01 3.04 0.20  -0.65
N -1.34 2.22 0.98  -0.26
O -2.06 1.54 1.94  -0.84
C -1.87 1.84 -0.35  0.14
C -2.13 3.22 -1.18  -0.63
C -3.35 1.17 -0.21  -0.59
C -1.00 0.85 -1.25  -0.47
H -0.30 -3.78 2.40  0.20
H -0.92 -2.01 2.49  0.20
H -1.62 -3.21 1.26  0.19
H 0.62 -3.45 0.08  0.29
H 1.37 -2.07 0.99  0.23
H -1.50 -1.46 -0.04  0.21
H 3.21 -1.19 -0.42  0.50
H 1.62 0.40 1.12  0.19
H -0.05 -0.05 1.81  0.26
H -0.03 1.85 3.43  0.24
H 0.53 3.58 2.83  0.18
H 1.64 2.13 2.74  0.17
H 1.15 4.03 0.76  0.19
H 2.03 2.54 0.09  0.22
H 0.59 3.19 -0.84  0.22
H -3.07 3.08 -1.83  0.18
H -2.29 4.08 -0.44  0.21
H -1.27 3.49 -1.88  0.19
H -3.78 1.12 -1.28  0.16
H -4.07 1.86 0.36  0.21
H -3.32 0.11 0.20  0.22
H -1.74 0.11 -1.74  0.23
H -0.59 1.47 -2.14  0.21
O 2.96 -3.39 -1.08  -1.27
P 3.29 -4.82 -1.54  2.45
O 2.06 -5.46 -2.21  -1.04
O 3.72 -5.69 -0.34  -1.05
O 4.45 -4.79 -2.57  -1.03

***

A structure of composition C45H48FIN7O2S2V. Source: OMol25; level of theory: ωB97M-V/def2-TZVPD.

## Properties
Lowest unoccupied orbital energy (spin up / spin down) = -6.02 / -5.55 eV
Spin multiplicity = 3
HOMO-LUMO gap (spin up / spin down) = 7.10 / 7.62 eV
Strongest force on any atom = 0.016 Eh/bohr
Energy = -120133.842 eV
Expectation value of S² = 2.097
Charge = +2

Each line ends with the Mulliken spin population.
CARTESIAN COORDINATES (ANGSTROEM)
V -0.32 0.19 -1.09  1.94
N 2.61 -0.15 3.06  0.00
C 1.95 0.85 2.48  0.00
N 1.72 0.56 1.22  0.01
C 2.27 -0.68 1.10  0.00
N 2.82 -1.15 2.19  0.00
C 2.29 -1.43 -0.16  0.04
C 3.20 -2.47 -0.33  0.00
N 3.33 -3.12 -1.48  0.00
C 2.55 -2.72 -2.48  0.01
C 1.62 -1.71 -2.32  0.04
N 1.47 -1.07 -1.16  0.01
H 2.94 -0.23 4.01  0.00
H 1.69 1.77 2.99  0.00
H 3.85 -2.75 0.49  0.00
H 2.67 -3.22 -3.43  0.00
H 0.99 -1.40 -3.14  -0.01
C -0.31 -3.46 -4.43  0.00
C -1.20 -3.29 -3.20  0.01
C -1.79 -4.65 -2.80  0.00
C -2.29 -2.26 -3.46  -0.02
C -3.12 -2.51 -4.55  0.00
C -4.18 -1.68 -4.86  0.00
C -4.43 -0.59 -4.05  0.00
C -3.63 -0.29 -2.94  -0.03
C -4.11 0.95 -2.18  0.03
C -5.33 0.61 -1.32  0.00
C -3.07 1.70 -1.38  0.06
C -2.54 -1.12 -2.67  0.14
N -1.75 -0.97 -1.45  -0.26
C -2.24 -1.84 -0.43  0.05
C -3.43 -2.57 -0.50  -0.04
C -3.78 -3.44 0.52  0.02
C -2.97 -3.61 1.63  -0.03
C -1.79 -2.88 1.74  0.02
C -1.48 -2.03 0.71  -0.03
F -0.34 -1.27 0.78  -0.02
H 0.52 -4.13 -4.21  0.00
H 0.08 -2.51 -4.81  0.00
H -0.87 -3.91 -5.25  0.00
H -0.60 -2.94 -2.36  0.01
H -2.38 -5.07 -3.61  0.00
H -2.42 -4.57 -1.92  0.00
H -0.98 -5.35 -2.58  0.00
H -2.94 -3.38 -5.17  0.00
H -4.82 -1.89 -5.70  0.00
H -5.26 0.07 -4.27  0.00
H -4.43 1.64 -2.97  0.00
H -5.05 -0.06 -0.50  0.00
H -6.10 0.11 -1.90  0.00
H -5.76 1.52 -0.89  0.00
H -3.46 2.68 -1.06  0.00
H -2.77 1.18 -0.47  -0.01
H -2.20 1.93 -2.01  0.00
H -4.07 -2.47 -1.36  0.00
H -4.70 -4.00 0.44  0.00
H -3.25 -4.29 2.42  0.00
H -1.13 -2.96 2.59  0.00
O -0.28 2.10 -0.39  0.00
S 0.31 3.27 0.37  0.00
C -0.73 3.57 1.81  0.00
C -2.14 4.14 1.64  0.00
C -3.27 3.16 1.99  0.00
C -3.16 2.53 3.37  0.00
S -2.41 0.84 3.31  0.00
O -1.74 0.74 1.97  0.02
C -3.91 -0.12 3.22  0.00
C -4.48 -0.58 4.40  0.00
C -5.68 -1.28 4.33  0.00
C -6.28 -1.51 3.10  0.00
C -5.68 -1.06 1.93  0.00
C -4.49 -0.36 1.98  -0.01
C -0.01 4.68 -0.65  0.00
C 0.17 5.96 -0.13  0.00
C 0.01 7.06 -0.96  0.00
C -0.32 6.87 -2.30  0.00
C -0.49 5.59 -2.81  0.00
C -0.32 4.49 -1.99  0.01
H -0.08 4.22 2.41  0.00
H -0.72 2.58 2.28  0.00
H -2.29 4.50 0.63  0.00
H -2.22 5.02 2.29  0.00
H -3.30 2.37 1.24  0.00
H -4.21 3.69 1.92  0.00
H -4.14 2.41 3.84  0.00
H -2.54 3.11 4.06  0.00
H -4.00 -0.40 5.35  0.00
H -6.14 -1.65 5.24  0.00
H -7.21 -2.06 3.05  0.00
H -6.15 -1.25 0.97  0.00
H -3.99 -0.01 1.08  0.01
H 0.43 6.11 0.91  0.00
H 0.14 8.05 -0.57  0.00
H -0.45 7.73 -2.94  0.00
H -0.74 5.45 -3.85  0.00
H -0.45 3.48 -2.37  0.01
I -1.13 0.89 -5.11  0.00
C 0.68 1.15 -4.13  0.06
C 1.78 1.43 -4.93  -0.01
C 2.99 1.76 -4.34  0.01
C 3.04 1.85 -2.96  -0.01
C 1.91 1.55 -2.24  0.05
N 0.74 1.15 -2.79  -0.03
H 1.68 1.39 -6.01  0.00
H 3.85 1.98 -4.95  0.00
H 3.94 2.16 -2.44  0.00
H 1.94 1.60 -1.16  -0.02

***

The molecule C17H21Cl2NO4. Source: OMol25; level of theory: ωB97M-V/def2-TZVPD.

## Properties
Lowest unoccupied orbital energy = 0.75 eV
HOMO-LUMO gap = 9.59 eV
Strongest force on any atom = 0.013 Eh/bohr
Energy = -52695.743 eV
SMILES string = CCOC(=O)[C@H]1CCCN(C(=O)[C@H](C)Oc2ccc(Cl)cc2Cl)C1
Charge = 0

Each line ends with the natural charge from an NBO analysis.
CARTESIAN COORDINATES (ANGSTROEM)
C -4.19 -2.40 1.30  -0.65
C -5.25 -1.87 0.34  -0.07
O -4.69 -0.96 -0.61  -0.51
C -4.29 0.23 -0.18  0.81
O -4.43 0.63 0.95  -0.62
C -3.66 1.01 -1.32  -0.32
C -3.46 2.49 -0.98  -0.40
C -2.37 2.66 0.08  -0.42
C -1.08 1.95 -0.34  -0.22
N -1.35 0.56 -0.62  -0.45
C -0.96 -0.52 0.09  0.69
O -1.39 -1.64 -0.14  -0.66
C 0.03 -0.36 1.25  0.01
C -0.78 -0.09 2.52  -0.61
O 1.02 0.66 1.15  -0.52
C 2.28 0.38 0.74  0.26
C 3.31 1.01 1.44  -0.18
C 4.63 0.84 1.11  -0.23
C 4.96 0.02 0.04  -0.05
Cl 6.61 -0.23 -0.39  0.02
C 3.96 -0.61 -0.69  -0.23
C 2.63 -0.42 -0.36  -0.09
Cl 1.44 -1.17 -1.36  0.04
C -2.31 0.37 -1.69  -0.22
H -4.59 -3.26 1.83  0.21
H -3.93 -1.63 2.02  0.22
H -3.30 -2.69 0.75  0.25
H -6.05 -1.36 0.89  0.19
H -5.67 -2.67 -0.27  0.19
H -4.33 0.91 -2.18  0.24
H -3.17 3.02 -1.89  0.20
H -4.39 2.91 -0.61  0.22
H -2.73 2.23 1.02  0.23
H -2.16 3.72 0.24  0.21
H -0.70 2.41 -1.26  0.19
H -0.33 2.05 0.43  0.24
H 0.53 -1.34 1.35  0.22
H -1.29 0.87 2.45  0.21
H -0.12 -0.08 3.39  0.22
H -1.52 -0.88 2.65  0.23
H 3.03 1.64 2.27  0.22
H 5.41 1.34 1.67  0.23
H 4.22 -1.23 -1.53  0.24
H -1.92 0.84 -2.59  0.20
H -2.43 -0.70 -1.85  0.26

***

A cluster of 3 separate species, C2H7NO3 in total in a non-equilibrium geometry. Source: OMol25; level of theory: ωB97M-V/def2-TZVPD.

## Properties
Lowest unoccupied orbital energy = -4.74 eV
HOMO-LUMO gap = 5.21 eV
Strongest force on any atom = 0.056 Eh/bohr
Energy = -9813.121 eV
Charge = 0

Each line ends with the natural charge from an NBO analysis.
CARTESIAN COORDINATES (ANGSTROEM)
C 1.21 0.20 -0.75  -0.47
N -0.03 0.50 -0.30  -0.17
C -0.55 -0.21 0.73  0.46
O -1.74 -0.16 0.97  -0.44
O -3.53 0.32 -0.87  -0.97
H 1.58 -0.82 -0.55  0.29
H 2.02 0.81 -0.25  0.39
H 1.41 0.51 -1.78  0.25
H -2.76 0.33 -0.27  0.48
H 0.10 -0.98 1.20  0.15
H -4.03 1.13 -0.69  0.46
H 3.52 -0.97 1.56  0.44
O 2.80 -0.66 1.01  -0.86